A structure of composition C4H11N3O, computed with ωB97M-V/def2-TZVPD.

Cartesian coordinates (Å):
C  -1.367  -0.716  1.092
C  1.498  -0.749  0.617
C  0.409  0.254  0.977
N  -1.651  -1.541  0.092
O  0.588  1.128  1.796
H  -1.323  -0.647  -1.191
H  -1.172  -2.433  0.203
H  -1.007  -1.107  2.048
H  -1.982  0.176  1.195
H  2.457  -0.245  0.490
H  1.241  -1.314  -0.281
H  1.603  -1.455  1.444
N  0.670  1.941  -1.190
C  -0.395  1.126  -0.874
N  -0.765  0.134  -1.696
H  0.966  2.547  -0.439
H  1.447  1.509  -1.671
H  -0.043  -0.215  -2.316
H  -1.174  1.608  -0.296

Calculated values
Largest force on an atom ... 0.37 eV/A
M ... 117.2 g mol⁻¹
HOMO ... -6.9 eV
Relative energy (zero: lowest compared OMol25 entry of this formula, charge and spin) ... 4.180 eV
Kohn-Sham gap ... 7.111 eV